# C7H17NO5S

2 unconnected molecules or ions with the total composition C7H17NO5S at a distorted geometry (wB97M-V/def2-TZVPD, OMol25).

The geometry in XYZ format:
```
31
Properties=species:S:1:pos:R:3:forces:R:3
C -4.18892 0.18233 0.06866 -1.733 3.231 0.396
C 1.76925 1.96980 -0.35988 1.839 -0.295 0.342
C 2.10944 -2.26898 0.43996 3.071 2.866 -0.538
C -2.74916 0.27075 0.58982 -1.083 0.213 1.188
C 0.46205 1.22767 -0.03016 2.501 -1.144 -0.425
C 1.99274 -0.77599 0.49623 -4.989 -1.834 2.453
C 0.75903 -0.25485 -0.21779 -0.673 -0.171 -4.416
N 1.13748 -0.34264 -2.35035 -0.268 0.384 3.310
O -0.72834 -2.32599 -1.09515 -0.319 0.214 -0.021
O -0.86916 -1.66290 1.26280 -0.383 -0.591 1.727
O -0.08131 1.49465 1.23689 0.344 0.295 -0.221
O 1.73321 -0.40647 1.89643 0.244 0.132 0.203
O -1.91632 -0.25566 -0.47185 0.911 -1.354 0.176
S -0.76218 -1.30494 -0.10013 1.143 1.375 -1.433
H -4.58381 1.14228 -0.39558 0.872 -0.812 0.416
H -4.37790 -0.51386 -0.67526 0.457 -1.654 -1.530
H -5.01928 -0.03417 0.76809 0.998 0.052 0.517
H 2.71258 1.68253 0.28450 -2.026 0.623 -1.132
H 1.50803 2.97035 -0.17496 0.089 1.675 0.672
H 2.07896 2.01279 -1.44060 -0.552 -0.838 1.037
H 1.24668 -2.67494 0.74593 -2.634 -2.092 1.254
H 2.40491 -2.51020 -0.51901 0.013 -0.955 -2.373
H 3.00386 -2.44347 0.97659 0.500 -0.890 1.320
H -2.80677 -0.42600 1.52920 1.180 1.626 -1.626
H -2.32361 1.34261 0.71792 -1.201 -1.992 0.509
H -0.22447 1.63873 -0.66128 -1.953 0.281 -2.344
H 2.84639 -0.29028 0.28382 2.719 1.645 -1.201
H 1.54846 -1.26916 -2.42400 0.383 -0.239 0.368
H 0.20841 -0.57014 -2.68374 -0.628 0.232 0.126
H 0.74754 1.48835 1.69025 0.524 -0.036 1.978
H 0.89241 -0.78454 2.24005 0.655 0.052 -0.728
```
Forces are in eV/Å.

Properties
- gap between HOMO and LUMO (alpha / beta) (eV) = 9.702 / 9.702
- highest occupied orbital energy (alpha / beta) (eV) = -9.7 / -9.7